(1)
2 unconnected molecules or ions with the total composition C7H18PS at a distorted geometry, computed with the ωB97M-V functional and the def2-TZVPD basis.

Calculated values
Charge ... +1
Energy ... -1016.66716 hartree
Frontier orbital gap (alpha / beta) ... 6.6 / 6.5 eV
LUMO (alpha / beta) ... -6.6 / -6.5 eV

The geometry in XYZ format:
```
27
C7H18PS (the ωB97M-V functional and the def2-TZVPD basis)
H 0.02922 -0.71263 2.13664
H 3.62704 1.72173 0.49528
H 4.93975 0.63954 0.18137
P 0.06800 -0.01968 -0.11853
H 0.06842 -3.08780 0.36595
H -1.30431 -1.32377 1.41621
C 0.08780 1.71843 0.42803
H -1.34972 0.55560 -2.01779
C -1.31987 2.28529 0.95558
H -2.27108 -0.48287 -0.71967
H -1.95840 -1.68799 -2.71998
S 3.10604 -0.48862 -0.45325
C 3.96108 0.76582 0.61099
H -0.60576 -2.29070 -1.92564
H 1.46100 -2.18836 0.41069
H 0.88639 -2.81442 1.91277
C -1.02212 -1.39416 -2.24571
H -1.50736 1.68337 1.75865
H -0.44021 -1.13415 -3.15529
H 3.79956 0.45973 1.71647
H 0.46944 2.34857 -0.45176
H -2.09553 2.06181 0.24827
C -0.28733 -1.17161 1.28342
C 0.54361 -2.38152 1.00741
C -1.27894 -0.28804 -1.32954
H 0.75692 1.98448 1.36661
H -1.28769 3.34278 1.19150
```

(2)
A molecular structure, C7H19AgFO9 at a distorted geometry, computed with the ωB97M-V functional and the def2-TZVPD basis.

Calculated values
Charge ... -1
Energy ... -1201.95137 hartree
Frontier orbital gap ... 4.7 eV
LUMO ... 0.4 eV

The geometry in XYZ format:
```
37
C7H19AgFO9 (the ωB97M-V functional and the def2-TZVPD basis)
H -13.94714 0.78635 8.40447
O -18.05932 12.21524 8.30412
H -17.19331 2.71994 5.50130
H -18.23037 3.44014 3.77980
C -17.74693 4.21267 4.37779
H -11.11151 0.58968 7.65779
O -12.21658 2.38885 7.99723
O -9.78882 9.19595 5.97602
O -9.49198 7.12451 6.70297
H -18.53408 11.76831 6.35585
H -12.41269 0.87980 6.59477
C -17.13126 5.33053 3.43252
O -16.08752 9.92096 7.69261
C -12.10808 1.03038 7.63046
H -13.23989 -0.80840 8.30159
C -13.02269 0.22905 8.55584
Ag -15.01249 5.48864 7.19273
O -16.74481 3.44380 5.05804
C -17.99576 11.33391 7.19823
H -15.36022 9.47792 7.24949
O -11.50151 7.98249 6.51976
H -16.42989 4.83190 2.76354
H -16.00852 6.88887 3.50687
H -11.47239 2.49541 8.59425
C -16.56496 10.98542 6.87387
O -16.39573 6.32783 4.18284
H -18.44930 4.49633 5.16157
H -16.47659 10.94660 5.78815
H -18.83108 12.00859 8.83638
C -10.26283 8.04868 6.41228
F -16.27150 5.51862 10.40156
O -12.66215 0.33001 9.87552
H -12.62565 1.24995 10.14751
H -18.60138 10.49051 7.52990
H -10.70509 9.46068 5.86666
H -17.92364 5.81372 2.86088
H -15.85395 11.79655 7.03085
```

(3)
6 unconnected molecules or ions with the total composition C7H19Br2N5O10 at a distorted geometry, computed with the ωB97M-V functional and the def2-TZVPD basis.

Calculated values
Spin multiplicity ... 2
Charge ... +1
Energy ... -6451.43222 hartree
Frontier orbital gap (alpha / beta) ... 8.6 / 3.5 eV
LUMO (alpha / beta) ... -4.9 / -10.0 eV
⟨S²⟩ ... 0.753

The geometry in XYZ format:
```
43
C7H19Br2N5O10 (the ωB97M-V functional and the def2-TZVPD basis)
O -0.46716 5.24694 -2.78676
O -0.66447 -5.33584 0.52367
H 5.51094 -1.38030 0.67740
H -2.24798 3.88243 -0.60787
Br -2.62975 -0.18836 -0.32743
H -2.88618 4.06700 4.45096
O 2.73588 -2.98716 0.41687
N -1.16404 -4.24228 0.88673
C 1.84282 -3.98062 -2.63171
C -0.27615 -3.31387 1.63664
C -1.74318 4.77133 -0.98621
N 0.58869 -3.23095 -2.64221
H -0.17205 1.06758 0.84973
H 1.89215 -4.63262 -1.75961
O 3.32718 -1.77248 2.06113
O -2.31151 4.03181 -3.16887
H 2.67861 -3.28117 -2.64940
O -2.47595 5.46244 2.22334
Br 2.05790 1.01527 -0.51431
H 0.08074 -2.58878 0.90522
H 4.34613 -0.41977 -0.13739
H -2.34155 5.66998 -0.83624
H 1.89647 -4.60088 -3.52641
O -2.35422 -3.99842 0.72260
N 3.46988 -2.15457 0.90752
N -1.49072 4.67126 -2.43056
O 0.55614 -2.19018 -1.96056
C -3.10203 3.55107 3.51538
C 4.57613 -1.45327 0.12161
H -0.57960 -0.18962 -1.86644
N -2.33699 4.25287 2.40739
H -2.63051 2.57651 3.64192
H 4.58567 -1.92435 -0.86129
H 0.33782 -0.54084 0.60271
H 0.58513 -3.90201 1.95347
C -0.84597 0.49837 -1.06405
H -4.12168 3.61280 3.13510
H -0.86384 1.53616 -1.39687
H -0.87364 -2.89514 2.44643
C 0.22373 0.40761 0.07780
O -1.54483 3.57191 1.75380
H -0.76275 4.91243 -0.53131
O -0.40542 -3.60246 -3.23173
```